[1]
Computed, not measured: a 2-piece molecular cluster, C4H11N4OS overall in a non-equilibrium geometry, with ωB97M-V/def2-TZVPD.

Calculated values
Spin multiplicity   1
LUMO   -3.95 eV
Highest occupied orbital energy   -13.17 eV
Relative energy (zero: lowest compared OMol25 entry of this formula, charge and spin)   1.0088 eV
Net charge   +1
Total energy   -23160.815 eV
Frontier orbital gap   9.222 eV

Atoms and positions in Å:
S 1.505 -1.500 -0.069
O 2.935 -1.840 0.231
N -1.831 -2.021 0.105
N -2.980 -0.063 -0.746
N -1.022 0.158 0.417
N 1.703 0.808 1.040
C -1.895 -0.685 -0.066
C 1.588 -0.026 -1.180
C 2.101 1.126 -0.304
C 1.117 -0.317 1.267
H 2.018 1.277 1.904
H 1.658 2.135 -0.494
H -2.582 -2.840 0.020
H -2.903 0.891 -0.966
H 0.671 0.246 -1.644
H -0.909 -2.228 0.535
H -1.207 1.038 0.008
H -3.658 -0.679 -1.204
H 3.194 1.430 -0.289
H 0.862 -0.691 2.339
H 2.359 -0.086 -1.974

[2]
Computed, not measured: a 5-piece molecular cluster, C26H64Cl2N4 overall in a non-equilibrium geometry, with ωB97M-V/def2-TZVPD.

Calculated values
Spin multiplicity   1
LUMO   0.73 eV
Highest occupied orbital energy   -7.67 eV
Relative energy (zero: lowest compared OMol25 entry of this formula, charge and spin)   20.1885 eV
SMILES   CCN(CC)CC.CCN(CC)CC.CCN(CC)CC.CCN(CC)CC.ClCCCl
Total energy   -58982.893 eV
Frontier orbital gap   8.402 eV

Atoms and positions in Å:
Cl -19.302 -25.355 9.094
Cl -22.541 -26.691 9.441
N -20.713 -30.923 8.411
N -19.617 -26.726 4.843
N -21.931 -22.025 13.572
N -15.830 -22.901 10.190
C -18.311 -24.554 5.179
C -19.495 -21.791 14.082
C -20.957 -27.168 4.266
C -21.960 -31.025 10.434
C -18.483 -27.553 4.753
C -16.141 -23.155 7.777
C -21.248 -27.464 8.589
C -17.601 -23.937 11.689
C -23.336 -21.864 13.963
C -22.208 -23.855 11.696
C -20.135 -26.405 7.947
C -14.845 -22.513 11.162
C -17.211 -22.822 10.717
C -21.580 -31.732 9.264
C -21.847 -22.317 12.139
C -20.932 -31.148 6.982
C -22.178 -30.665 6.510
C -23.657 -20.510 13.882
C -15.715 -22.076 8.928
C -18.216 -29.994 8.589
C -19.254 -25.415 4.321
C -22.213 -26.623 4.878
C -18.295 -28.436 3.757
C -14.214 -21.343 11.179
C -19.335 -31.136 8.934
C -20.872 -21.094 14.025
H -21.832 -28.236 7.874
H -22.426 -31.722 8.817
H -24.313 -20.273 13.020
H -23.001 -26.438 4.068
H -22.864 -31.575 6.330
H -18.562 -28.961 8.976
H -17.933 -29.989 7.626
H -13.243 -21.387 11.591
H -20.659 -26.015 7.165
H -23.287 -24.021 12.005
H -24.079 -22.582 13.712
H -16.973 -23.787 12.577
H -21.397 -24.588 12.108
H -21.936 -25.523 5.099
H -21.061 -31.082 11.153
H -16.299 -21.112 8.936
H -21.402 -32.677 9.352
H -19.121 -22.153 13.314
H -14.097 -23.126 10.702
H -20.967 -28.120 4.517
H -22.939 -19.636 13.855
H -17.293 -23.481 7.652
H -19.259 -26.917 7.772
H -20.201 -30.537 6.564
H -22.612 -27.291 5.763
H -17.653 -27.970 3.165
H -22.164 -30.101 10.205
H -15.868 -22.775 6.811
H -18.802 -28.406 5.433
H -17.668 -21.956 11.195
H -20.146 -24.804 4.138
H -14.142 -20.701 10.568
H -20.640 -32.085 6.843
H -17.981 -23.037 9.944
H -21.871 -30.249 5.466
H -18.621 -21.160 14.519
H -17.376 -24.921 4.978
H -19.231 -32.095 8.591
H -22.234 -24.028 10.547
H -24.340 -20.357 14.464
H -18.079 -29.296 4.163
H -22.755 -29.900 6.857
H -20.975 -20.756 15.106
H -20.956 -27.012 3.118
H -14.819 -20.972 11.927
H -20.840 -20.313 13.387
H -18.891 -28.595 3.023
H -18.693 -24.101 12.123
H -17.367 -30.080 9.061
H -20.545 -28.000 8.843
H -18.955 -25.581 3.396
H -15.006 -22.998 12.178
H -18.636 -24.528 6.186
H -18.267 -23.607 4.803
H -19.447 -31.524 10.071
H -15.649 -24.043 8.095
H -22.567 -21.665 11.456
H -23.362 -21.727 14.908
H -14.668 -21.935 8.626
H -17.102 -24.854 11.369
H -22.825 -31.521 11.084
H -20.921 -22.230 11.779
H -19.543 -22.715 14.697
H -17.564 -27.205 5.307

[3]
Computed, not measured: an isolated ion of composition C7H9N2O2 and charge -1 in a non-equilibrium geometry, with ωB97M-V/def2-TZVPD.

Calculated values
Spin multiplicity   1
LUMO   3.81 eV
Highest occupied orbital energy   -2.83 eV
Relative energy (zero: lowest compared OMol25 entry of this formula, charge and spin)   0.0000 eV
SMILES   CC(C)c1ncc([O-])[nH]c1=O
Net charge   -1
Total energy   -14481.149 eV
Frontier orbital gap   6.637 eV

Atoms and positions in Å:
O 0.869 -2.346 -0.412
O 4.152 0.702 0.205
N 2.458 -0.814 0.132
N 0.639 1.257 -0.041
C -1.356 -0.275 -0.424
C 0.115 0.071 -0.156
C 1.935 1.467 -0.044
C -2.147 1.016 -0.608
C 2.943 0.521 0.079
C -1.823 -1.005 0.913
C 1.170 -1.162 -0.143
H -2.870 -1.055 0.812
H -2.938 0.747 -1.233
H -1.587 1.703 -1.201
H 2.142 2.475 -0.119
H 3.110 -1.601 0.283
H -2.388 1.471 0.366
H -1.419 -1.997 1.156
H -1.678 -0.247 1.630
H -1.329 -0.927 -1.196

[4]
Computed, not measured: a 3-piece molecular cluster, C21H35Cl4F2NOS overall, with ωB97M-V/def2-TZVPD.

Calculated values
Spin multiplicity   1
LUMO   0.65 eV
Highest occupied orbital energy   -8.41 eV
Relative energy (zero: lowest compared OMol25 entry of this formula, charge and spin)   0.0000 eV
SMILES   CCSC[C@H](CN)O[C@@](F)(CCCF)Cc1ccc(C)cc1.ClCCCl.ClCCCl
Total energy   -92243.174 eV
Frontier orbital gap   9.055 eV

Atoms and positions in Å:
Cl -6.164 1.704 -1.530
Cl -7.607 -0.644 0.460
Cl -2.909 -2.981 3.313
Cl -4.366 -3.267 0.273
S 5.416 -1.821 0.847
F 5.293 3.613 0.592
F 2.072 1.262 0.283
O 2.654 -0.024 -1.487
N 4.830 -1.491 -3.285
C -4.363 -3.934 2.918
C -0.205 1.299 -1.104
C -4.287 -4.525 1.533
C -2.104 1.967 0.233
C -2.516 0.641 0.371
C -8.251 0.975 0.081
C 3.195 3.618 -0.529
C -0.619 -0.024 -0.980
C 3.436 2.324 -1.329
C -0.966 2.288 -0.491
C 3.903 -0.663 -1.164
C 2.349 1.275 -1.102
C 4.145 -2.905 1.531
C 1.056 1.644 -1.852
C 4.424 -0.421 0.259
C -3.742 0.293 1.168
C 3.907 3.604 0.807
C -7.909 1.405 -1.322
C -1.757 -0.344 -0.255
C 4.953 -0.442 -2.257
C 3.191 -2.277 2.540
H 3.598 4.453 -1.108
H -0.049 -0.821 -1.443
H -5.131 -5.194 1.373
H 2.129 3.791 -0.369
H 1.070 2.709 -2.086
H 5.083 0.443 0.334
H -2.680 2.753 0.708
H 3.568 -3.371 0.727
H -8.204 0.652 -2.048
H 2.622 -3.050 3.059
H -4.432 -4.734 3.653
H -9.332 0.923 0.194
H -7.850 1.669 0.815
H 4.427 1.957 -1.074
H -8.422 2.338 -1.550
H 4.829 0.553 -2.694
H 3.724 -1.675 3.278
H 1.086 1.087 -2.790
H -5.225 -3.280 3.021
H 5.953 -0.508 -1.825
H -3.777 -0.772 1.391
H -2.065 -1.380 -0.155
H 5.369 -1.221 -4.101
H 3.595 -0.291 0.944
H -0.666 3.328 -0.579
H -3.710 0.818 2.128
H 3.662 2.707 1.378
H 3.661 -1.728 -1.219
H -4.662 0.592 0.665
H 2.462 -1.627 2.053
H 3.867 -1.512 -3.608
H -3.364 -5.080 1.391
H 4.698 -3.717 2.007
H 3.445 2.551 -2.398
H 3.661 4.484 1.404